{"formula": "C31H34IrN9O4S", "method": "ωB97M-V with the def2-TZVPD basis set", "species": ["Ir", "S", "O", "O", "O", "O", "N", "N", "N", "N", "N", "N", "N", "N", "N", "C", "C", "C", "C", "C", "C", "C", "C", "C", "C", "C", "C", "C", "C", "C", "C", "C", "C", "C", "C", "C", "C", "C", "C", "C", "C", "C", "C", "C", "C", "C", "H", "H", "H", "H", "H", "H", "H", "H", "H", "H", "H", "H", "H", "H", "H", "H", "H", "H", "H", "H", "H", "H", "H", "H", "H", "H", "H", "H", "H", "H", "H", "H", "H", "H"], "xyz": [[-0.8808, -0.4091, 0.4390], [-1.0865, -3.2374, 1.2118], [-1.2528, -3.9878, 2.4098], [-2.1537, -2.2863, 0.8823], [-0.1481, -0.8917, -1.5278], [-0.1373, 0.7282, 2.1903], [0.2630, -2.2819, 1.1693], [1.4666, -3.2457, 2.9248], [2.0207, 1.0538, 1.4924], [2.3943, -1.5801, 1.5436], [2.7235, -1.4384, -0.8281], [1.8409, 0.3645, 0.3058], [-2.5979, 1.0206, 0.3257], [-2.7095, 2.5384, -1.4030], [0.0998, -6.6150, -3.4678], [1.3089, 2.0643, 3.4989], [1.8393, 1.1549, -0.8351], [2.3353, -0.9198, 0.2549], [1.9679, 1.5206, -3.2175], [1.6816, 3.7587, 5.6556], [-3.3886, 4.7983, -2.1802], [2.5406, -3.2024, 3.6642], [1.7713, 3.3597, 3.2922], [1.0435, 1.6148, 4.7855], [-1.2637, 2.6084, -1.4652], [0.4010, -0.7013, -3.7786], [1.4902, 0.7606, -2.1337], [-0.2196, -5.8621, -2.3832], [3.5880, -2.2885, 3.4415], [-0.6939, 3.4605, -0.3356], [-3.2883, 1.8149, -0.4385], [0.9407, 0.0386, -4.8093], [-0.0858, -5.4540, -0.0088], [-3.4418, 3.2878, -2.4073], [1.2434, 2.4613, 5.8628], [1.3269, -2.4000, 1.9029], [0.5831, -0.3322, -2.4268], [3.4823, -1.4910, 2.3361], [-1.2198, -3.8774, -1.4418], [1.0295, 1.2080, 2.3132], [-4.7715, 1.9665, -0.2308], [1.6969, 1.1751, -4.5260], [0.2035, -6.2440, -1.0996], [1.9475, 4.2038, 4.3733], [-0.9373, -4.6648, -2.5354], [-0.7996, -4.2784, -0.1847], [2.2847, 5.2157, 4.2156], [0.2166, -5.7368, 0.9866], [-0.2381, -1.5463, -3.9806], [-3.7635, 5.0535, -1.1921], [-0.3695, -6.4332, -4.3387], [-2.9991, 3.0555, -3.3822], [-1.0471, 4.4853, -0.4025], [-5.3190, 1.4846, -1.0393], [1.0430, 2.1203, 6.8660], [0.4412, -7.5500, -3.3231], [3.0324, -2.3983, -0.7924], [0.7435, -0.2369, -5.8341], [1.9797, 3.6975, 2.2896], [-0.9893, 3.0443, 0.6227], [-2.3738, 5.1760, -2.2775], [-1.2774, -4.3765, -3.5187], [0.6937, 0.6044, 4.9424], [-0.9744, 3.0152, -2.4343], [2.2949, 2.1233, -0.6896], [1.8205, 4.4209, 6.4957], [2.5792, -3.9240, 4.4689], [4.2375, -0.7775, 2.0365], [-4.4804, 2.9621, -2.4306], [-0.8672, 1.5899, -1.3766], [2.5899, 2.3789, -3.0064], [-3.1693, 0.5815, 1.0408], [4.4446, -2.2322, 4.0901], [-1.7697, -2.9559, -1.5436], [-4.0078, 5.2986, -2.9202], [-5.0525, 3.0166, -0.1920], [2.0781, 1.7875, -5.3281], [0.7473, -7.1688, -0.9768], [-5.0710, 1.4967, 0.7023], [0.3888, 3.4551, -0.3888]], "atomic_forces_ev_per_a": [[1.01, 0.93, 1.17], [-0.41, -0.75, -0.30], [0.24, -0.06, -0.14], [0.19, -0.20, -0.34], [0.13, -0.17, -1.07], [-1.09, -0.35, 0.00], [-1.65, 1.66, -0.94], [-0.28, -0.36, 0.08], [2.21, 1.06, 0.46], [-0.62, -0.36, -0.03], [-0.31, 0.30, 0.60], [-0.95, 1.49, -1.20], [1.12, -1.54, 0.37], [-0.07, -0.24, -0.03], [0.09, -0.24, -0.30], [-0.03, 0.14, -0.09], [0.15, -1.47, -0.34], [0.56, -1.20, -1.07], [0.07, 0.37, -1.52], [0.03, -0.04, 0.06], [-0.05, -0.25, -0.08], [0.14, 0.23, -0.21], [-0.02, -0.19, 0.12], [0.01, -0.03, -0.07], [0.45, -0.19, 0.31], [0.17, 0.12, -0.99], [-0.24, -0.19, 1.37], [-0.04, 0.32, 0.31], [-0.04, 0.25, -0.26], [-0.14, -0.17, -0.17], [0.00, 0.04, -0.21], [-0.72, -0.96, 0.91], [-0.01, -0.07, 0.01], [-0.22, 0.45, -0.14], [-0.03, -0.01, 0.01], [0.90, 0.28, 0.26], [-0.95, -0.14, 1.29], [0.36, -0.17, 0.48], [-0.11, 0.04, -0.08], [-0.79, -0.50, -0.44], [0.08, -0.03, 0.14], [0.87, 1.18, 1.03], [-0.06, 0.09, -0.04], [0.01, 0.12, -0.06], [0.05, -0.13, 0.13], [-0.18, 0.37, 0.58], [0.06, 0.13, -0.03], [0.08, -0.16, 0.13], [-0.06, -0.10, 0.04], [-0.02, 0.05, 0.11], [0.05, -0.10, 0.05], [-0.12, -0.08, 0.09], [0.02, 0.12, 0.02], [-0.02, -0.01, -0.04], [-0.02, -0.09, 0.11], [-0.06, 0.05, -0.10], [0.05, -0.20, 0.34], [-0.03, -0.07, -0.08], [0.03, 0.03, -0.13], [0.01, -0.02, 0.18], [0.08, 0.06, 0.02], [-0.04, 0.07, -0.11], [-0.11, -0.06, -0.01], [-0.07, -0.09, -0.05], [-0.14, 0.22, 0.27], [0.01, 0.07, 0.09], [0.11, -0.04, 0.11], [-0.04, 0.00, -0.03], [0.12, -0.07, -0.04], [-0.07, 0.25, -0.20], [0.06, 0.11, -0.02], [-0.11, 0.25, -0.15], [0.08, 0.03, 0.02], [-0.05, 0.08, -0.11], [-0.03, 0.08, -0.08], [-0.04, 0.03, -0.04], [0.10, 0.02, -0.05], [0.06, -0.08, 0.05], [0.03, -0.03, 0.01], [0.23, 0.11, 0.03]], "e_homo_ev": [-10.46, -10.28], "total_charge": 1, "multiplicity": 2, "s2": 0.799}



{"formula": "C31H34N5OPS3V", "method": "ωB97M-V with the def2-TZVPD basis set", "species": ["V", "S", "S", "S", "P", "O", "N", "N", "N", "N", "N", "C", "C", "C", "C", "C", "C", "C", "C", "C", "C", "C", "C", "C", "C", "C", "C", "C", "C", "C", "C", "C", "C", "C", "C", "C", "C", "C", "C", "C", "C", "C", "H", "H", "H", "H", "H", "H", "H", "H", "H", "H", "H", "H", "H", "H", "H", "H", "H", "H", "H", "H", "H", "H", "H", "H", "H", "H", "H", "H", "H", "H", "H", "H", "H", "H"], "xyz": [[-0.7148, 0.0548, 1.5366], [-0.3797, -3.1682, 1.0136], [-1.7050, 2.1112, 0.8142], [-2.5051, -1.0021, 0.6745], [0.5008, -0.0147, -0.7461], [-0.3363, -1.1761, 2.7506], [0.2830, -1.6294, 1.5949], [-5.3147, -3.0017, -0.2864], [-1.9699, -6.0700, 0.3153], [0.5820, 1.5357, 2.7449], [-2.0346, 0.6181, 3.2432], [-4.2324, -3.3159, -0.0478], [-3.3806, 1.1249, 2.8702], [-0.8249, 3.4090, 1.7634], [0.9000, 1.5248, -3.1868], [3.2361, 0.1048, -1.2125], [0.9501, 2.7847, -3.7911], [-1.3553, 1.4633, 4.2699], [0.6410, 1.4849, -1.7959], [1.7559, -1.7958, 1.7775], [0.8193, 3.9662, -3.0833], [-3.3268, 2.0643, 1.6512], [-2.8780, -3.6471, 0.3035], [0.6649, 3.9235, -1.7079], [0.5270, 2.9628, 2.3313], [-2.3388, -1.6019, -3.0912], [0.5788, 2.6893, -1.0957], [1.5935, -3.0441, -1.9963], [-0.6466, -3.3020, -3.0262], [4.5730, -0.1892, -1.0227], [-1.5348, -0.8090, -2.3009], [-2.0119, -2.6700, 0.6404], [4.9554, -1.0090, 0.0303], [2.2444, -0.4163, -0.3687], [-0.2816, -1.2480, -1.8522], [3.9940, -1.5076, 0.8887], [0.1474, 1.3187, 4.1569], [-2.4130, -5.0060, 0.2742], [0.2019, -2.5051, -2.2549], [-1.8981, -2.8747, -3.4332], [1.2276, 0.3505, -4.0854], [2.6452, -1.2142, 0.7088], [1.8287, 0.7016, -4.9247], [1.9760, -1.3286, 2.7309], [0.4479, 0.3188, 4.4526], [-2.5200, -3.5237, -4.0387], [0.6126, 4.8390, -1.1284], [4.2957, -2.1413, 1.7204], [-0.2899, -4.2797, -3.3359], [-1.6777, 1.1882, 5.2718], [-0.6822, 4.2450, 1.0820], [1.7945, -0.4259, -3.5788], [1.5534, 1.2514, 2.6872], [-3.8372, 1.6322, 3.7163], [-4.0275, 1.7368, 0.8853], [-1.8780, 0.1846, -2.0359], [0.8804, 4.9173, -3.5996], [0.3264, -0.1083, -4.4979], [0.4886, 2.6415, -0.0266], [-3.5764, 3.0968, 1.8881], [2.9563, 0.7411, -2.0392], [1.3061, 3.1151, 1.5964], [-1.5097, 3.7386, 2.5373], [-2.1513, -0.3104, 3.6380], [2.3493, -2.2676, -1.9816], [1.6590, -3.5948, -1.0528], [-4.0021, 0.2749, 2.6314], [-3.2982, -1.2357, -3.4378], [5.3161, 0.2203, -1.6978], [1.1403, 2.8296, -4.8581], [-1.6533, 2.4968, 4.1225], [0.7706, 3.6070, 3.1751], [5.9994, -1.2555, 0.1849], [1.9652, -2.8579, 1.9069], [1.8606, -3.7453, -2.7870], [0.6383, 2.0245, 4.8249]], "atomic_forces_ev_per_a": [[-0.52, 1.34, -0.48], [0.18, 0.30, 0.29], [-0.76, 0.66, -0.21], [-0.19, -0.10, -0.04], [0.43, 0.18, -0.73], [0.77, -1.28, 0.72], [0.22, -1.08, 0.31], [0.41, -0.08, 0.03], [-0.07, 0.45, -0.10], [-0.23, -0.15, -0.13], [0.12, 0.18, 0.04], [-0.15, -0.09, 0.05], [0.25, 0.18, -0.06], [0.05, -0.16, 0.07], [0.02, -0.02, 0.00], [0.00, -0.02, 0.04], [0.05, -0.07, -0.01], [0.04, -0.10, -0.23], [0.10, 0.05, -0.03], [-0.26, 0.14, -0.05], [0.02, 0.10, -0.04], [0.16, -0.07, 0.09], [-0.32, -0.20, -0.29], [-0.01, 0.07, 0.05], [-0.17, -0.10, 0.08], [-0.11, -0.05, -0.08], [0.01, -0.08, -0.17], [-0.18, -0.05, 0.04], [0.03, -0.06, -0.05], [0.05, 0.04, -0.04], [0.09, 0.07, 0.03], [0.21, 0.22, -0.19], [0.09, -0.02, -0.01], [0.00, 0.03, 0.14], [0.07, -0.06, 0.15], [0.09, -0.06, 0.07], [-0.07, 0.03, -0.16], [-0.11, -0.23, 0.13], [0.24, 0.05, 0.00], [-0.06, -0.03, -0.02], [-0.27, 0.03, 0.12], [-0.12, 0.03, -0.09], [-0.05, -0.02, 0.06], [0.00, 0.09, 0.21], [0.07, -0.10, -0.01], [0.04, 0.04, 0.03], [0.02, -0.06, -0.04], [-0.04, 0.08, -0.11], [-0.04, 0.09, 0.01], [-0.07, -0.05, 0.08], [0.02, 0.04, -0.02], [-0.01, -0.09, 0.08], [0.15, 0.00, -0.01], [-0.01, 0.07, 0.13], [-0.02, 0.00, -0.03], [-0.03, 0.04, 0.02], [-0.02, -0.08, 0.02], [-0.01, -0.03, 0.06], [0.06, -0.01, -0.02], [-0.01, 0.01, 0.01], [0.03, 0.02, 0.06], [0.15, 0.01, -0.11], [-0.02, 0.03, 0.04], [-0.11, -0.02, 0.06], [0.06, 0.04, -0.02], [-0.03, 0.06, -0.02], [-0.10, -0.21, -0.04], [0.07, -0.03, 0.04], [-0.07, -0.04, 0.06], [-0.03, 0.00, 0.07], [-0.06, 0.05, -0.04], [0.03, 0.06, 0.13], [-0.08, 0.02, -0.01], [-0.03, -0.09, -0.02], [-0.05, 0.01, 0.04], [0.07, 0.10, 0.03]], "e_homo_ev": [-14.02, -14.08], "total_charge": 2, "multiplicity": 2, "s2": 0.773, "de_lowest_kj_mol": 0.0}



{"formula": "C31H35CrN3O3SSi", "method": "ωB97M-V with the def2-TZVPD basis set", "species": ["Cr", "S", "Si", "O", "O", "O", "N", "N", "N", "C", "C", "C", "C", "C", "C", "C", "C", "C", "C", "C", "C", "C", "C", "C", "C", "C", "C", "C", "C", "C", "C", "C", "C", "C", "C", "C", "C", "C", "C", "C", "H", "H", "H", "H", "H", "H", "H", "H", "H", "H", "H", "H", "H", "H", "H", "H", "H", "H", "H", "H", "H", "H", "H", "H", "H", "H", "H", "H", "H", "H", "H", "H", "H", "H", "H"], "xyz": [[0.2891, 0.3613, -0.5335], [-0.3931, 1.2560, -3.2731], [3.7074, -2.6010, 1.5789], [-1.6594, 0.1702, -0.6760], [1.7464, 1.5879, -0.4281], [0.7105, 0.4636, -2.6237], [0.2725, -2.2465, -1.2545], [-0.0010, -0.6578, 1.0934], [-1.3780, -1.0242, 1.2792], [3.7439, 2.8341, 2.3519], [-5.4022, -2.1407, 1.2321], [3.2822, -4.4183, 1.7019], [0.1309, 2.9579, -3.1032], [-0.0986, 1.0758, -5.0307], [-0.1935, -4.0471, 1.9579], [2.9617, 2.4084, 3.4202], [0.9963, -1.7882, 3.0303], [-0.3663, -3.6512, -3.1134], [-6.2648, -1.5123, 0.3407], [0.2605, -3.0857, 1.0310], [-5.7670, -0.5789, -0.5563], [2.1888, 1.8634, 0.7959], [0.5237, -2.7538, 3.8350], [1.7957, 1.6911, 3.1694], [2.2897, -1.5617, 0.9108], [-4.0513, -1.8336, 1.2312], [-3.5507, -0.8905, 0.3356], [-0.0945, -3.9360, 3.3162], [0.9083, -1.8237, 1.5345], [-4.4126, -0.2715, -0.5609], [-2.0960, -0.5597, 0.3167], [1.4222, 1.3846, 1.8691], [0.1135, -2.4857, -2.5621], [-0.5773, -4.4608, -0.8760], [-0.0021, -3.2537, -0.3611], [3.3661, 2.5737, 1.0417], [4.3310, -1.9787, 3.2413], [0.1618, 0.7263, 1.4328], [-0.7488, -4.6530, -2.2147], [5.1251, -2.3740, 0.3559], [-0.7409, 1.1182, 1.8956], [2.9841, -4.8130, 0.7280], [-0.8880, 1.5967, -5.5716], [0.0076, 3.2227, -2.0549], [1.1836, 3.0252, -3.3742], [-0.8791, -5.2466, -0.2024], [4.6582, 3.3846, 2.5434], [-0.1536, 0.0096, -5.2428], [5.4189, -1.3229, 0.2988], [-0.6489, -4.9517, 1.5767], [6.0031, -2.9540, 0.6514], [0.8841, 1.4621, -5.2982], [2.4429, -4.5670, 2.3851], [4.1388, -4.9944, 2.0641], [5.3351, -2.3674, 3.4353], [-0.4601, -3.7645, -4.1847], [3.2586, 2.6277, 4.4381], [3.6737, -2.2932, 4.0519], [-7.3209, -1.7548, 0.3444], [-1.1779, -5.5837, -2.5709], [-0.4934, 3.5878, -3.7377], [-6.4339, -0.0908, -1.2571], [-3.3614, -2.3155, 1.9116], [-0.4559, -4.7152, 3.9726], [4.3814, -0.8868, 3.2534], [4.8297, -2.6913, -0.6469], [-3.9996, 0.4446, -1.2587], [2.6003, -0.5248, 1.0671], [3.9618, 2.9122, 0.2027], [-5.7844, -2.8772, 1.9284], [0.6395, -2.6340, 4.9090], [2.2510, -1.7246, -0.1679], [0.3958, -1.6666, -3.2074], [1.4953, -0.9232, 3.4570], [1.1751, 1.3488, 3.9907]], "atomic_forces_ev_per_a": [[0.56, -1.20, -0.30], [-0.25, 0.14, 0.00], [-0.06, 0.04, -0.03], [-0.17, 0.02, 0.02], [0.15, 0.20, 0.03], [-0.09, 0.09, 0.11], [-0.09, 0.05, 0.09], [-0.36, 0.60, 0.25], [-0.11, -0.04, -0.04], [-0.01, 0.00, 0.02], [0.01, 0.01, 0.00], [0.02, 0.00, 0.02], [-0.04, 0.08, -0.07], [0.09, 0.01, -0.06], [-0.03, -0.07, 0.03], [0.01, 0.01, 0.01], [0.08, -0.04, 0.21], [0.04, 0.11, -0.04], [-0.01, -0.01, 0.01], [0.07, -0.26, -0.19], [0.01, 0.00, -0.01], [0.03, 0.01, -0.11], [0.03, 0.08, 0.04], [-0.02, -0.06, -0.04], [0.18, -0.08, 0.05], [-0.02, 0.01, -0.01], [0.02, -0.02, 0.02], [0.02, 0.01, -0.09], [0.04, 0.20, -0.05], [0.00, -0.01, 0.00], [0.00, 0.04, -0.04], [-0.01, 0.06, 0.15], [-0.02, 0.01, 0.09], [-0.02, -0.03, -0.06], [0.05, 0.06, 0.09], [-0.02, -0.01, 0.00], [0.01, -0.02, -0.01], [-0.09, 0.05, -0.14], [-0.03, -0.08, 0.06], [-0.02, -0.01, 0.00], [0.01, -0.02, 0.01], [0.00, 0.00, -0.01], [0.01, 0.03, -0.01], [0.01, -0.02, 0.01], [0.00, -0.02, -0.01], [0.03, 0.00, -0.02], [0.00, 0.00, 0.00], [-0.02, 0.00, 0.00], [0.00, 0.01, 0.00], [-0.03, 0.03, 0.05], [0.01, 0.00, 0.00], [0.02, -0.02, 0.02], [0.01, 0.00, 0.01], [0.01, -0.01, 0.00], [0.00, 0.00, 0.02], [0.00, 0.01, 0.00], [0.01, 0.00, 0.00], [-0.01, 0.00, 0.01], [0.00, 0.00, 0.00], [0.00, 0.01, 0.00], [0.00, 0.03, 0.02], [0.00, 0.00, 0.00], [0.01, 0.00, 0.01], [-0.02, 0.00, 0.01], [0.00, 0.01, -0.01], [0.00, -0.01, -0.01], [0.00, 0.00, 0.00], [0.01, -0.01, 0.02], [0.01, 0.01, 0.00], [-0.01, 0.00, 0.00], [-0.01, -0.02, 0.00], [-0.02, 0.02, -0.02], [0.02, 0.08, -0.04], [-0.05, -0.05, -0.06], [0.01, 0.01, 0.01]], "e_homo_ev": [-2.65, -2.64], "total_charge": -1, "multiplicity": 2, "s2": 0.788, "de_lowest_kj_mol": 106.8}



no.,strongest force on any atom (eV/Å)
1,2.524
2,1.661
3,1.361